The following is a quantum chemistry calculation of the ion C2H7N2S3 with charge +1 at a distorted geometry, from OMol25.

Its energy is -1384.13024 Ha. The calculation puts the molecular weight at 155.29 g mol⁻¹. The SMILES is S[C@H]1[NH2+]CN(S)S1. As for the total charge: +1. The calculation puts the energy above the lowest of the compared OMol25 structures with the same formula, charge and spin at 1.545 eV. As for the LUMO energy: -0.137 hartree. Its max |F| is 3.27 eV Å⁻¹. As for the HOMO-LUMO gap: 0.3566 Eh.

Each line ends with the Löwdin charge.
Element x y z (Å)
C 1.214364 -1.196306 0.358908  -0.26
C -0.452253 0.743015 0.577581  -0.86
N 2.035615 -0.116481 0.513754  -0.83
N -0.239734 -0.490053 -0.196569  0.00
S 1.172215 0.934228 1.580509  0.93
S -0.925777 2.149859 -0.442346  0.79
S 2.869803 0.463068 -0.938482  0.83
H 1.424632 -1.999000 -0.508484  0.18
H 0.832366 -1.610158 1.345719  0.14
H -1.345406 0.798988 1.291487  0.10
H -0.245631 -0.126636 -1.104615  0.08
H -1.035036 -1.128872 -0.007551  0.18
H 0.175565 2.538604 -1.042050  -0.14
H 2.138036 -0.394187 -1.627500  -0.15

Forces on the atoms, in the same order (eV/Å):
C -1.4 -2.2 -1.4
C 0.1 1.9 1.7
N 0.2 0.4 0.8
N -1.0 -1.1 2.9
S -0.3 -0.1 -1.0
S -1.2 0.1 0.0
S -0.4 0.0 0.8
H -0.1 1.8 2.3
H 0.7 0.3 -1.4
H 1.4 -1.0 -0.8
H 0.1 -0.2 -2.3
H 0.6 0.3 -0.6
H 1.0 -0.1 -0.1
H 0.1 0.0 -0.9